1.
DFT (ωB97M-V/def2-TZVPD) results for the ion C4H9NO with charge +1 in a non-equilibrium geometry.

Output
**HOMO level (alpha / beta)**: -13.88 / -13.87 eV
**Expectation value of S²**: 0.754
**LUMO (alpha / beta)**: -0.1258 / -0.3054 hartree
**HOMO-LUMO gap (alpha / beta)**: 10.4577 / 5.5615 eV
**Energy above the lowest of the compared OMol25 structures with the same formula, charge and spin**: 1.287 eV
**Multiplicity**: 2
**DFT total energy**: -287.45347 Eh
**Maximum force**: 2.14 eV/A
**Total charge**: +1

Atoms and positions in Å:
C1 1.28 2.25 -1.44
N1 0.44 1.59 -0.48
C2 0.57 0.19 -0.19
C3 -0.75 -0.48 0.16
C4 -0.56 -1.89 0.74
O1 -1.23 -2.28 1.64
H1 2.33 2.19 -1.18
H2 1.17 1.76 -2.41
H3 0.98 3.28 -1.61
H4 -0.51 1.96 -0.55
H5 1.10 -0.28 -1.02
H6 1.35 0.11 0.58
H7 -1.42 -0.58 -0.69
H8 -1.22 0.11 0.95
H9 0.19 -2.54 0.25

Here are the Mulliken charges for atoms 1 to 5, given in e:
1. C -0.818
2. N 0.047
3. C -0.443
4. C -0.468
5. C -0.140



2.
DFT (ωB97M-V/def2-TZVPD) results for a structure of composition C16H49BN3O9Zr in a non-equilibrium geometry.

Output
**HOMO level**: -6.02 eV
**LUMO**: 0.0936 hartree
**HOMO-LUMO gap**: 8.5687 eV
**Energy above the lowest of the compared OMol25 structures with the same formula, charge and spin**: 0.899 eV
**DFT total energy**: -1552.37805 Eh
**Maximum force**: 3.09 eV/A
**Total charge**: -1

Atoms and positions in Å:
Zr1 -0.11 0.91 -2.70
B1 0.10 0.02 -0.63
H1 0.24 -0.54 0.35
H2 -0.24 1.08 -0.47
H3 1.05 0.09 -1.22
H4 -0.61 -0.47 -1.34
O1 1.50 -0.28 -3.61
C1 0.99 -1.37 -4.35
C2 -0.53 -1.75 -4.06
O2 -1.39 -0.69 -3.62
H5 1.71 -2.18 -4.17
H6 1.21 -1.14 -5.40
H7 -0.57 -2.55 -3.31
H8 -0.89 -2.19 -5.00
O3 1.01 2.77 -2.29
C3 0.13 3.72 -1.68
C4 -1.42 3.45 -1.84
O4 -1.82 2.16 -2.30
H9 0.38 4.74 -1.99
H10 0.31 3.75 -0.60
H11 -1.86 4.29 -2.39
H12 -1.91 3.46 -0.86
C5 -3.84 -1.69 -0.92
C6 -3.24 -3.02 -1.34
C7 -2.14 -3.50 -0.43
O5 -1.51 -4.63 -1.04
C8 -0.31 -4.97 -0.37
N1 -4.38 -3.96 -1.34
H13 -3.05 -0.95 -1.03
H14 -4.04 -1.67 0.16
H15 -4.67 -1.36 -1.54
H16 -2.89 -2.99 -2.38
H17 -2.62 -3.89 0.48
H18 -1.44 -2.68 -0.23
H19 -0.51 -5.39 0.62
H20 0.46 -4.19 -0.35
H21 0.08 -5.81 -0.96
H22 -4.93 -3.91 -0.49
H23 -4.02 -4.92 -1.27
C9 -3.21 1.88 3.40
C10 -2.04 1.23 2.61
C11 -0.96 0.66 3.53
O6 -1.56 -0.09 4.58
C12 -0.64 -0.29 5.63
N2 -2.60 0.26 1.66
H24 -3.92 1.14 3.76
H25 -3.74 2.55 2.73
H26 -2.82 2.34 4.31
H27 -1.58 2.00 1.99
H28 -0.28 1.44 3.89
H29 -0.29 0.02 2.93
H30 0.05 0.55 5.77
H31 0.01 -1.17 5.55
H32 -1.18 -0.50 6.55
H33 -2.95 -0.47 2.28
H34 -1.82 -0.24 1.22
C13 4.63 3.44 -0.51
C14 4.12 2.01 -0.31
C15 3.04 1.85 0.72
O7 3.56 2.13 2.01
C16 2.56 2.28 2.99
N3 3.62 1.52 -1.61
H35 5.54 3.38 -1.12
H36 4.85 3.94 0.44
H37 3.92 4.04 -1.08
H38 4.97 1.41 0.04
H39 2.60 0.84 0.72
H40 2.20 2.51 0.46
H41 2.30 1.29 3.38
H42 1.63 2.75 2.67
H43 2.99 2.89 3.79
H44 4.23 1.79 -2.37
H45 2.76 2.06 -1.75
O8 1.83 -2.34 0.39
H46 2.45 -1.99 -0.28
H47 1.12 -1.69 0.41
O9 3.59 -1.33 -1.55
H48 3.55 -0.35 -1.49
H49 3.25 -1.53 -2.43

Here are the Mulliken charges for atoms 1 to 5, given in e:
1. Zr 0.662
2. B 2.867
3. H -0.581
4. H -0.338
5. H -0.122